(1)
{
  "formula": "C17H30F3N3O4PS4",
  "method": "wB97M-V/def2-TZVPD",
  "elements": ["C", "C", "N", "C", "C", "C", "S", "S", "C", "C", "C", "P", "C", "C", "C", "S", "C", "S", "N", "C", "C", "O", "C", "C", "C", "F", "F", "F", "H", "H", "H", "H", "H", "H", "H", "H", "H", "H", "H", "H", "H", "H", "H", "H", "H", "H", "H", "H", "H", "H", "H", "H", "H", "H", "H", "H", "H", "H", "N", "O", "O", "O"],
  "xyz": [[8.23900, 0.77382, 1.79406], [6.75963, 0.76239, 1.32878], [6.63128, 1.28304, -0.03027], [6.85739, 2.71587, -0.18816], [6.32325, 3.62357, 0.92535], [5.58007, 0.77301, -0.74165], [4.19122, 1.52942, -1.14038], [5.87947, -0.90361, -1.22108], [4.27249, -1.58063, -1.69148], [3.29598, -1.84910, -0.52563], [1.93337, -1.17685, -0.79479], [0.59772, -1.67006, 0.40325], [-0.85122, -2.32471, -0.55720], [-2.07464, -1.43073, -0.41951], [-2.84343, -1.69456, 0.88998], [-4.61420, -1.66100, 0.67013], [-5.15225, -0.03147, 0.99446], [-4.13722, 1.09780, 1.60783], [-6.47074, 0.13210, 0.61438], [-7.29825, 0.80939, 1.60532], [-8.47414, 1.51654, 0.93221], [-8.09029, 2.48918, -0.02180], [-6.84305, 2.19314, -0.64087], [-6.61733, 0.70889, -0.74789], [1.18610, -3.15262, 1.38679], [1.41758, -4.26617, 0.65836], [0.21055, -3.48457, 2.22445], [2.26201, -2.91600, 2.10158], [8.40675, 1.45098, 2.62113], [8.82658, 1.04594, 0.92696], [8.53858, -0.23823, 2.03256], [6.08836, 1.22322, 2.05226], [6.47945, -0.28103, 1.28521], [7.92670, 2.89827, -0.27688], [6.43619, 3.05244, -1.12340], [7.06861, 3.66219, 1.71988], [6.24990, 4.64024, 0.56503], [5.40496, 3.28068, 1.38409], [3.85813, -0.95794, -2.47718], [4.50917, -2.53317, -2.15269], [3.72849, -1.53432, 0.41702], [3.11889, -2.91791, -0.48525], [2.05700, -0.11267, -0.66210], [1.65764, -1.40163, -1.82193], [-1.05802, -3.34172, -0.23420], [-0.54353, -2.34174, -1.60035], [-1.79678, -0.38362, -0.45494], [-2.73969, -1.64496, -1.25325], [-2.60478, -2.70677, 1.20706], [-2.47727, -1.03831, 1.67270], [-6.76814, 1.55945, 2.19384], [-7.73446, 0.08232, 2.28860], [-9.04887, 2.03663, 1.69246], [-9.13700, 0.76900, 0.48620], [-6.83813, 2.59767, -1.64849], [-6.02999, 2.65646, -0.07891], [-7.48007, 0.22845, -1.19671], [-5.77514, 0.45628, -1.38592], [-5.62401, -0.62019, -3.78282], [-5.80713, -1.61338, -4.50491], [-4.81401, -0.67827, -2.82813], [-6.24869, 0.43962, -3.99319]],
  "e_tot_ev": -91555.141,
  "charge": -1
}

=====

(2)
{
  "formula": "C20H21NO4",
  "method": "wB97M-V/def2-TZVPD",
  "elements": ["C", "C", "O", "C", "O", "N", "H", "H", "H", "H", "C", "O", "C", "C", "C", "C", "C", "C", "C", "C", "C", "C", "C", "O", "C", "C", "C", "C", "C", "H", "H", "H", "H", "H", "H", "H", "H", "H", "H", "H", "H", "H", "H", "H", "H", "H"],
  "xyz": [[-1.57731, -0.61009, -3.29247], [-1.61214, -1.49588, -4.52304], [-2.05937, -2.77178, -4.07076], [-2.27916, -2.72762, -2.68565], [-2.66578, -3.73528, -2.11332], [-1.99514, -1.47193, -2.22685], [-0.54847, -0.23739, -3.15460], [-2.25150, 0.24661, -3.46413], [-2.30964, -1.11425, -5.27530], [-0.61772, -1.59205, -4.97107], [4.36273, -4.66320, 0.71169], [2.99743, -5.14847, 0.77271], [2.02965, -4.20054, 0.83515], [0.67266, -4.62689, 0.85971], [-0.33404, -3.69182, 0.87576], [-0.05418, -2.29318, 0.88699], [-1.09721, -1.32233, 0.90301], [-0.84553, 0.03447, 1.04537], [-1.76687, 1.06865, 1.07634], [-1.38588, 2.44144, 1.13321], [-2.36700, 3.47350, 1.22278], [-2.01356, 4.80063, 1.24918], [-0.64073, 5.16373, 1.19274], [-0.34030, 6.48548, 1.20414], [1.06473, 6.83174, 1.14528], [0.35632, 4.16247, 1.12202], [-0.01652, 2.83458, 1.09369], [1.31422, -1.89817, 0.88486], [2.33666, -2.82125, 0.86112], [4.96624, -5.56511, 0.65802], [4.52295, -4.03949, -0.17923], [4.62043, -4.08193, 1.60844], [0.46172, -5.69298, 0.85169], [-1.38148, -3.99499, 0.86189], [-2.12837, -1.66603, 0.83514], [0.19429, 0.31886, 1.16725], [-2.82701, 0.81459, 1.06550], [-3.41616, 3.17837, 1.26935], [-2.75640, 5.59217, 1.30870], [1.07010, 7.91837, 1.17036], [1.61227, 6.42426, 2.00684], [1.52715, 6.46575, 0.21771], [1.41321, 4.43071, 1.08258], [0.78611, 2.10235, 1.03094], [1.60728, -0.85035, 0.89291], [3.37129, -2.47574, 0.85338]],
  "e_tot_ev": -30756.668,
  "e_above_lowest_kcal_mol": 152.0,
  "charge": 0
}

=====

Number 1: E_LUMO 1.49 eV, largest force on an atom 1.86 eV Å⁻¹, HOMO -4.80 eV. Number 2: E_LUMO -2.38 eV, largest force on an atom 2.41 eV Å⁻¹, HOMO -6.05 eV.